The following is a quantum chemistry calculation of a structure of composition C12H7Cl5KNO in a non-equilibrium geometry, from OMol25.

```
27
Properties=species:S:1:pos:R:3:lowdin_charge:R:1
K 0.47 1.02 0.25 0.871
Cl -7.16 -0.03 -0.71 0.607
C -5.52 0.62 -0.61 -0.695
C -4.44 -0.29 -0.65 -0.708
Cl -4.74 -1.99 -0.70 0.653
C -3.14 0.19 -0.70 -0.600
Cl -1.82 -0.94 -0.73 0.642
C -2.78 1.57 -0.75 -0.519
O -1.56 1.95 -0.84 -0.287
C -3.93 2.45 -0.68 -0.614
Cl -3.67 4.15 -0.63 0.680
C -5.26 2.00 -0.62 -0.682
Cl -6.63 3.10 -0.60 0.635
N 2.90 0.78 -0.78 -0.002
C 3.28 -0.27 0.09 -0.361
C 4.40 -0.15 0.91 -0.036
C 4.79 -1.23 1.69 -0.077
C 4.06 -2.41 1.70 -0.084
C 2.90 -2.50 0.93 -0.071
C 2.51 -1.44 0.14 -0.077
H 3.62 1.50 -0.83 0.100
H 2.69 0.48 -1.71 0.096
H 4.99 0.76 0.88 0.111
H 5.70 -1.15 2.24 0.102
H 4.41 -3.26 2.26 0.102
H 2.30 -3.41 0.91 0.114
H 1.62 -1.50 -0.49 0.100
```

## Properties
* HOMO energy: -7.2 eV
* LUMO level: -0.46 eV